# 1
121
Properties=species:S:1:pos:R:3:forces:R:3:mulliken_charge:R:1 method="wB97M-V/def2-TZVPD" homo_energy_ev=-11.2 lumo_ha=-0.16975 total_charge=+1 homo_lumo_gap_ha=0.241 spin_multiplicity=1 total_energy_ha=-11233.2683 fmax_ev_per_a=2.166
C -0.0655 -7.2729 0.8210 -0.19 -0.09 0.22 -0.53
C -1.2260 -6.4544 1.4093 -1.06 -0.35 0.06 0.41
O -2.2935 -6.5334 0.8381 0.28 0.32 -0.16 -0.54
N -1.1329 -5.6629 2.5767 1.80 -0.22 -1.18 0.21
C -1.5326 -4.2690 2.3507 -1.31 0.02 0.37 -0.68
C 0.1437 -5.7829 3.2844 0.06 0.49 0.31 -2.00
C 1.3558 -5.0406 2.6259 -0.54 -0.54 0.35 0.78
C 2.6509 -5.8215 2.9161 0.08 0.45 -0.31 -0.43
C 3.8644 -5.4805 1.9963 0.11 -0.98 0.97 -1.51
N 3.4437 -5.2394 0.5899 0.42 0.26 0.78 0.12
C 3.3197 -6.3290 -0.1492 0.02 -1.22 0.17 -0.66
C 2.9168 -6.2761 -1.4427 -0.21 -0.05 -0.55 -0.88
C 2.6176 -5.0464 -1.9838 -0.10 0.25 -0.85 2.42
C 2.1347 -5.0633 -3.4319 0.23 0.26 -1.16 -0.54
O 1.1133 -4.5951 -3.8275 0.30 -0.46 0.59 -0.35
O 3.0068 -5.7162 -4.3030 -0.69 -0.49 1.15 -0.69
I 2.1326 -7.4823 -4.7785 0.31 0.25 -0.34 0.24
C 2.7340 -3.8689 -1.2244 0.23 -0.73 -0.42 0.97
C 2.4012 -2.5383 -1.8641 -0.27 0.30 0.91 -0.42
Br 3.4047 -2.2928 -3.5362 0.01 -0.09 0.52 0.03
C 0.8546 -2.2550 -1.9880 0.18 0.51 -0.93 0.36
C 0.3764 -1.8609 -3.3939 -1.01 -0.44 0.30 -1.74
Br -0.2755 -3.7138 -1.2757 0.11 0.33 0.20 0.07
C 3.1651 -4.0157 0.1006 -0.38 1.82 -0.80 0.07
P 3.4160 -2.6111 1.3625 0.37 -0.02 1.20 -0.19
O 4.4587 -1.5411 0.6738 -0.69 -0.68 -0.29 -0.41
Br 1.4716 -1.5433 1.5283 0.33 -0.15 -0.68 -0.10
H 0.6337 -7.6598 1.5695 0.00 0.14 -0.31 0.41
H 0.4478 -6.6652 0.0604 -0.02 0.03 0.38 -0.31
H -0.5141 -8.1079 0.2723 0.05 0.14 0.27 0.50
H -1.7747 -3.8379 3.3302 0.31 0.17 -0.27 0.14
H -0.8163 -3.6732 1.7662 0.12 -0.17 0.36 0.01
H -2.4730 -4.2550 1.7871 0.23 -0.16 0.15 0.43
H 0.3672 -6.8474 3.4078 -0.04 0.22 0.05 0.61
H 0.0066 -5.3642 4.2919 -0.09 -0.22 -0.21 0.49
H 1.3958 -4.0318 3.0549 0.18 -0.20 -0.18 0.61
H 1.1242 -4.9227 1.5565 0.25 -0.12 0.16 -0.35
H 2.5112 -6.9102 2.8372 -0.31 0.31 -0.10 0.36
H 2.9097 -5.6446 3.9693 0.26 -0.03 -0.32 0.43
H 4.5203 -4.7034 2.3852 -0.39 0.11 -0.32 0.46
H 4.4722 -6.3924 1.9513 0.03 0.35 -0.07 0.49
H 3.5345 -7.2919 0.3064 0.07 0.33 0.14 0.33
H 2.8144 -7.1940 -2.0132 0.09 0.18 0.10 0.14
H 2.8062 -1.7642 -1.2048 -0.08 -0.02 -0.31 0.17
H 0.6315 -1.3987 -1.3523 0.08 -0.27 0.21 0.38
H 0.6373 -2.5879 -4.1652 0.10 0.43 0.19 0.44
H -0.7220 -1.8481 -3.3459 0.25 0.11 -0.05 0.45
H 0.6705 -0.8447 -3.6522 0.30 -0.08 0.07 0.36
H 5.1345 -1.3950 1.3533 0.03 0.21 -0.23 0.39
O -2.8763 -3.5983 6.1938 -0.05 -0.10 -0.31 -0.58
C -3.3309 -2.5739 5.7756 0.34 -0.04 0.33 0.54
O -3.7888 -2.4291 4.5055 0.03 0.01 0.11 -0.31
C -4.1637 -1.0580 4.2778 -0.16 0.22 -0.09 -0.39
C -4.4261 -0.4808 5.6587 0.01 0.17 0.15 -0.50
C -3.4441 -1.2620 6.5239 -0.54 0.18 -0.23 -0.41
H -3.3407 -0.5532 3.7655 0.01 -0.03 0.02 0.23
H -5.0461 -1.0254 3.6427 0.08 -0.20 -0.07 0.32
H -4.2948 0.5988 5.7055 0.02 -0.02 -0.08 0.33
H -5.4478 -0.7080 5.9671 0.01 0.01 -0.04 0.27
H -2.4616 -0.7881 6.5563 0.03 -0.08 0.09 0.24
H -3.8226 -1.4207 7.5298 0.28 -0.11 0.07 0.30
O -0.3390 1.8326 -2.3490 0.16 -0.44 0.07 -0.61
C 0.7352 2.1081 -1.9008 -0.42 0.45 -0.02 0.27
O 1.4990 1.2187 -1.2034 -0.02 -0.13 -0.07 -0.21
C 2.6797 1.8867 -0.7039 0.23 0.09 0.06 -0.37
C 2.8632 3.0940 -1.6003 0.28 0.06 -0.37 -0.33
C 1.4294 3.4506 -1.9637 0.58 -0.27 -0.04 0.11
H 2.5060 2.1660 0.3381 -0.04 0.03 -0.02 0.21
H 3.5292 1.2054 -0.7494 -0.17 -0.17 0.00 0.31
H 3.4059 3.9014 -1.1231 -0.14 -0.38 -0.08 0.14
H 3.4087 2.8057 -2.5035 -0.07 -0.09 0.01 0.27
H 0.9777 4.1174 -1.2262 -0.05 0.03 -0.06 -0.24
H 1.3547 3.8786 -2.9595 -0.30 0.08 0.08 0.44
O 3.4240 5.0894 0.4290 -0.23 0.29 -0.09 -0.63
C 3.6571 6.1137 -0.1612 0.36 0.14 0.54 0.59
O 3.4654 6.2775 -1.4872 -0.10 -0.19 0.21 -0.35
C 3.9435 7.5785 -1.8941 0.09 0.34 -0.17 -0.57
C 3.9382 8.4081 -0.6251 0.00 0.34 0.13 -0.33
C 4.2375 7.3692 0.4442 -0.27 0.42 -0.29 -0.47
H 4.9449 7.4643 -2.3149 -0.01 -0.10 0.04 0.30
H 3.2864 7.9855 -2.6588 -0.10 -0.25 -0.01 0.36
H 4.6487 9.2325 -0.6464 0.03 -0.05 -0.09 0.41
H 2.9435 8.8246 -0.4599 0.01 -0.03 -0.04 0.11
H 5.3103 7.2296 0.5904 -0.04 -0.09 0.11 0.34
H 3.7510 7.6098 1.3861 0.15 -0.24 0.12 0.24
O -0.1054 8.3701 -1.1753 0.33 0.29 0.15 -0.65
C -0.1166 7.7303 -0.1634 -0.19 -0.26 -0.49 0.58
O 0.7731 7.9204 0.8471 -0.05 -0.01 -0.06 -0.37
C 0.5619 6.9207 1.8649 -0.01 -0.22 0.31 -0.26
C -0.8694 6.4487 1.6713 -0.11 -0.12 0.02 -0.75
C -1.0524 6.5937 0.1664 -0.17 0.04 0.63 0.43
H 1.2876 6.1165 1.7174 0.00 0.03 -0.04 0.09
H 0.7184 7.3620 2.8474 0.14 0.18 -0.13 0.37
H -1.0450 5.4402 2.0420 0.09 0.01 0.01 0.34
H -1.5546 7.1207 2.1913 0.02 -0.02 -0.01 0.30
H -0.7282 5.7008 -0.3716 -0.05 0.06 -0.11 -0.04
H -2.0768 6.8464 -0.0927 0.10 -0.05 -0.33 -0.01
O -5.1602 7.0512 -1.3995 0.31 -0.07 0.15 -0.58
C -4.6310 8.0937 -1.6504 -0.53 -0.06 -0.01 0.47
O -3.5165 8.5330 -1.0099 -0.06 0.00 -0.10 -0.29
C -3.1894 9.8626 -1.4584 0.23 0.30 -0.06 -0.33
C -3.8545 10.0007 -2.8167 -0.14 0.08 -0.16 -0.59
C -5.0935 9.1259 -2.6581 0.56 0.18 -0.19 -0.39
H -3.5779 10.5784 -0.7298 -0.06 -0.05 0.00 0.26
H -2.1087 9.9699 -1.5175 0.00 -0.22 0.16 0.27
H -4.0733 11.0328 -3.0852 0.03 0.00 0.08 0.35
H -3.2072 9.5828 -3.5898 0.02 0.02 0.04 0.28
H -5.9335 9.6793 -2.2356 -0.07 -0.10 -0.02 0.26
H -5.3817 8.6531 -3.5929 -0.26 -0.09 0.15 0.29
O -6.0370 -5.8893 -3.9802 0.14 0.21 -0.19 -0.56
C -4.9130 -5.9344 -3.5798 -0.35 -0.39 0.09 0.45
O -3.8493 -5.4569 -4.2819 -0.05 0.03 0.04 -0.37
C -2.6311 -5.7567 -3.5834 0.11 0.06 0.09 -0.09
C -3.0413 -5.9657 -2.1352 0.16 -0.14 0.09 0.22
C -4.4405 -6.5493 -2.2764 0.44 0.42 0.09 -0.53
H -2.1900 -6.6553 -4.0246 -0.03 -0.01 -0.01 0.18
H -1.9326 -4.9294 -3.7004 -0.09 0.03 -0.18 0.04
H -2.3545 -6.6011 -1.5793 -0.03 0.04 -0.03 -0.02
H -3.0962 -5.0027 -1.6229 0.03 -0.03 0.00 0.08
H -4.4221 -7.6349 -2.3838 -0.12 0.00 0.02 0.31
H -5.0876 -6.2604 -1.4532 -0.18 -0.20 -0.10 0.28



# 2
79
Properties=species:S:1:pos:R:3:forces:R:3:mulliken_charge:R:1 method="wB97M-V/def2-TZVPD" homo_energy_ev="-3.6 / -3.7" lumo_ha="0.05603 / 0.05598" total_charge=-1 homo_lumo_gap_ha="0.189 / 0.192" spin_multiplicity=1 total_energy_ha=-6230.4613 fmax_ev_per_a=0.639 e_above_lowest_kj_mol=0.0
Ta 0.2552 -0.8282 0.2873 0.60 -0.03 -0.22 2.43
O 2.4782 -4.9154 0.0481 0.00 0.07 -0.01 -0.78
S 2.2337 -3.7346 0.8016 0.08 -0.06 -0.01 1.23
O 1.9616 -2.5070 0.0864 -0.44 0.06 -0.07 -0.59
O 1.1304 -4.0224 1.8118 0.14 -0.02 0.18 -0.63
C 3.6948 -3.3900 1.7560 0.08 -0.10 -0.11 -0.32
C 4.8016 -4.1703 1.4705 -0.01 -0.02 0.00 -0.61
C 6.0163 -3.9115 2.0918 0.03 -0.04 -0.02 -0.61
C 6.1237 -2.8767 2.9999 0.04 0.00 0.02 -0.57
C 5.0133 -2.1003 3.3010 0.01 0.09 0.04 -0.62
C 3.8049 -2.3464 2.6760 -0.08 0.06 0.04 0.20
S 2.4242 -1.3523 3.1946 -0.15 0.05 -0.17 1.10
O 1.4480 -2.4227 3.6811 -0.04 -0.05 -0.06 -0.54
O 2.8622 -0.5552 4.2846 -0.01 0.05 0.05 -0.76
O 1.8624 -0.6736 2.0437 0.11 0.12 0.12 -0.22
H 4.7001 -4.9732 0.7546 0.00 0.01 0.00 0.58
H 6.8757 -4.5257 1.8580 0.00 0.00 0.00 0.40
H 7.0679 -2.6708 3.4862 -0.01 0.00 0.00 0.40
H 5.0686 -1.3001 4.0261 0.00 -0.02 -0.02 0.56
C 1.3679 -1.2437 -3.1136 0.02 0.02 0.02 -1.28
C 1.7577 0.0088 -2.3981 0.03 -0.02 0.04 0.52
C 2.5628 1.0148 -2.8578 -0.05 -0.08 0.01 -0.95
C 2.6672 1.9824 -1.8177 0.02 0.06 0.07 -1.01
C 1.9179 1.5370 -0.7648 0.11 -0.07 -0.26 0.93
C 1.6917 2.2363 0.5348 0.00 0.03 0.00 -1.36
N 1.3437 0.3089 -1.1040 -0.15 -0.13 0.44 0.93
H 1.8886 -1.2820 -4.0717 0.00 0.01 0.01 0.40
H 0.2942 -1.2953 -3.3003 0.00 0.01 -0.01 0.06
H 1.6308 -2.1386 -2.5449 -0.01 0.01 -0.01 0.17
H 3.0314 1.0424 -3.8307 -0.01 0.00 0.01 0.44
H 3.2264 2.9075 -1.8362 -0.02 -0.02 0.01 0.53
H 2.3223 3.1267 0.5672 0.02 -0.01 0.00 0.51
H 1.9379 1.6261 1.4073 -0.02 0.01 -0.04 0.12
H 0.6557 2.5598 0.6344 -0.03 0.00 0.00 -0.03
C -1.9499 0.8048 -3.2422 0.15 -0.08 -0.01 -0.44
C -1.0995 1.9622 -3.7084 -0.03 0.01 0.00 -0.67
O -0.8144 2.7974 -2.6077 -0.05 0.06 -0.05 -0.11
C -0.0919 3.9405 -2.9986 0.05 0.01 0.00 -0.47
C 0.1365 4.8146 -1.7878 -0.02 0.01 0.02 -0.80
H -2.1689 0.1451 -4.0858 -0.04 0.02 0.00 0.39
H -2.8874 1.1540 -2.8081 0.02 -0.01 0.02 0.36
H -1.4091 0.2243 -2.4903 -0.10 0.06 -0.01 -0.41
H -1.6251 2.5493 -4.4792 0.00 -0.04 -0.01 0.48
H -0.1627 1.5948 -4.1497 0.02 0.02 0.01 0.25
H -0.6576 4.4916 -3.7667 -0.01 -0.01 0.00 0.46
H 0.8653 3.6368 -3.4437 0.01 0.01 -0.01 0.27
H -0.8155 5.0389 -1.3044 0.02 0.00 0.02 0.22
H 0.6112 5.7543 -2.0790 0.01 -0.02 0.00 0.45
H 0.7811 4.3055 -1.0721 -0.02 -0.01 0.01 -0.08
O -7.6716 -1.1472 -2.1565 0.00 -0.02 -0.05 -0.49
C -7.1196 -1.7212 -1.0550 0.06 0.16 0.09 0.59
O -7.8291 -2.0478 -0.1443 -0.03 -0.07 -0.01 -0.58
C -5.6361 -1.8625 -1.0621 -0.04 -0.04 -0.02 0.82
C -4.8964 -1.9367 -2.2391 0.06 -0.02 -0.01 -0.93
C -3.5178 -2.0715 -2.1913 -0.05 0.02 -0.13 -0.77
C -2.8514 -2.1062 -0.9730 0.18 -0.02 0.18 -0.04
S -1.0693 -2.2961 -0.9582 -0.26 -0.13 -0.25 -0.51
C -3.5982 -2.0547 0.2045 0.08 -0.04 0.05 -0.14
C -4.9738 -1.9423 0.1606 -0.05 0.00 0.02 -0.83
H -6.9682 -0.8076 -2.7230 -0.01 -0.02 0.01 0.30
H -5.3870 -1.9354 -3.2071 0.01 0.00 -0.01 0.38
H -2.9439 -2.1507 -3.1063 -0.02 0.02 -0.01 0.45
H -3.0815 -2.0986 1.1551 -0.03 0.01 -0.02 0.47
H -5.5586 -1.9041 1.0707 0.02 0.00 -0.01 0.43
F -0.6957 4.8450 4.9864 0.02 0.01 0.03 -0.33
C -0.8988 3.9105 4.0509 0.04 -0.03 0.08 0.75
C -1.4807 4.2481 2.8474 -0.04 0.14 -0.06 0.27
F -1.8328 5.5217 2.6184 0.00 -0.03 0.00 -0.33
C -1.6898 3.2713 1.8919 -0.07 0.13 -0.13 0.47
F -2.2598 3.6522 0.7408 0.01 0.04 0.03 -0.43
C -1.3269 1.9521 2.0850 -0.03 -0.09 0.04 -0.70
Se -1.6852 0.6354 0.7022 -0.15 0.05 0.12 -0.33
C -0.7554 1.6460 3.3086 -0.02 -0.16 -0.03 0.28
F -0.4098 0.3847 3.6019 0.01 -0.03 0.02 -0.34
C -0.5364 2.5965 4.2851 0.05 0.11 0.10 0.12
F 0.0119 2.2633 5.4594 0.01 -0.01 0.01 -0.33
F -0.2853 -2.1438 2.1062 0.03 -0.08 -0.16 0.00
B 0.4500 -3.1319 2.8077 -0.12 0.01 0.18 0.46
F -0.3340 -3.8975 3.5936 0.06 0.07 -0.09 -0.28



# 3
86
Properties=species:S:1:pos:R:3:forces:R:3:mulliken_charge:R:1 method="wB97M-V/def2-TZVPD" homo_energy_ev="-12.9 / -13.2" lumo_ha="-0.25004 / -0.24883" total_charge=+2 homo_lumo_gap_ha="0.224 / 0.235" spin_multiplicity=1 total_energy_ha=-6353.8819 fmax_ev_per_a=3.086 e_above_lowest_kj_mol=211.6
W 0.0383 0.0884 -0.1848 -1.75 2.28 1.13 0.94
C -1.6415 1.7075 -0.8579 0.15 0.16 -0.24 -0.58
C -0.6919 1.4297 -1.8890 0.01 0.17 -0.41 -0.72
C -0.8732 0.0769 -2.2813 -0.03 -0.06 -0.19 -0.19
C -1.9096 -0.4692 -1.4686 -0.83 0.25 -0.17 -0.83
C -2.4239 0.5578 -0.6485 0.25 -0.51 -0.60 -1.04
H -1.8844 2.6898 -0.4699 0.31 -0.16 0.28 0.66
H -0.1445 2.1768 -2.4540 0.11 -0.27 0.28 0.62
H -0.5069 -0.3587 -3.2021 0.24 -0.12 0.36 0.73
H -2.3912 -1.4299 -1.6131 0.38 0.03 0.30 0.53
H -3.3257 0.4936 -0.0571 0.23 -0.12 0.26 0.77
C 1.5936 0.0499 2.8868 -0.12 0.36 0.32 -0.66
N 0.9950 -0.6149 1.7203 0.31 -0.89 -0.32 0.82
C 0.9575 -1.9294 1.8171 -0.09 0.01 -0.45 0.11
C 0.4718 -2.6856 0.7503 -0.02 -0.30 -0.01 -0.44
C 0.4737 -4.0656 0.4868 -0.02 0.38 -0.09 -1.25
C 0.1090 -4.2041 -0.8466 0.05 -0.02 0.32 -0.98
C -0.1033 -2.9224 -1.3448 0.08 0.34 0.09 -0.49
N 0.0980 -1.9869 -0.3879 0.07 -0.96 0.10 0.84
C 2.6847 1.0494 2.5869 0.21 -0.05 0.25 -0.75
C 3.8366 0.6654 1.9039 -0.05 0.13 0.26 -0.18
C 4.8864 1.5555 1.7490 0.01 -0.07 -0.02 -0.75
C 4.8036 2.8371 2.2725 0.00 0.01 -0.01 -0.87
C 3.6603 3.2311 2.9495 -0.01 0.12 -0.03 -0.92
C 2.6062 2.3455 3.1038 0.08 -0.31 0.03 1.04
H 2.0239 -0.7170 3.5419 -0.13 0.05 -0.10 0.77
H 0.8009 0.5396 3.4679 0.19 -0.01 -0.13 -0.83
H 1.3500 -2.4397 2.6921 -0.05 0.10 0.09 0.73
H 0.7213 -4.8411 1.1837 0.08 -0.18 0.15 0.61
H -0.0013 -5.1210 -1.3915 -0.02 -0.13 -0.13 0.53
H -0.3830 -2.6693 -2.3545 -0.09 0.13 -0.01 0.48
H 3.9349 -0.3484 1.5427 0.04 -0.14 -0.02 0.74
H 5.7887 1.2349 1.2525 0.11 -0.01 -0.10 0.35
H 5.6386 3.5152 2.1800 0.05 0.05 -0.03 0.45
H 3.5971 4.2172 3.3836 0.01 0.10 0.02 0.48
H 1.7304 2.6378 3.6669 -0.12 0.04 0.08 0.53
Te -1.8567 0.6892 2.4180 -0.65 0.83 0.90 0.83
C -2.6020 2.7160 2.3901 0.16 -0.52 -0.21 0.85
C -3.9630 2.9075 2.5772 -0.03 -0.37 -0.03 -0.81
C -4.4792 4.1878 2.6824 -0.05 0.08 0.02 -0.70
C -3.6425 5.2859 2.5871 0.00 0.03 0.00 -0.56
C -2.2845 5.1025 2.3970 0.09 0.04 -0.01 -0.88
C -1.7666 3.8223 2.3055 0.36 -0.14 -0.10 -0.18
C -1.5176 0.8439 4.5536 0.27 -0.19 -0.39 0.09
C -1.9360 -0.2060 5.3562 -0.11 -0.22 -0.42 -0.63
C -1.7950 -0.1202 6.7300 0.00 0.00 0.18 -0.63
C -1.2272 1.0028 7.3084 -0.01 -0.11 -0.02 -0.55
C -0.7926 2.0441 6.5048 -0.02 -0.02 -0.03 -0.77
C -0.9395 1.9661 5.1305 0.06 0.16 -0.34 0.25
H -4.6134 2.0489 2.6614 -0.13 -0.01 0.02 0.52
H -5.5349 4.3253 2.8529 -0.13 0.00 -0.02 0.42
H -4.0370 6.2845 2.6700 -0.11 0.13 0.02 0.42
H -1.6215 5.9527 2.3371 0.04 0.08 0.00 0.46
H -0.6911 3.7053 2.2107 -0.05 0.02 0.10 0.32
H -2.3888 -1.0836 4.9140 -0.05 -0.05 0.03 0.43
H -2.1422 -0.9346 7.3470 -0.02 -0.07 0.07 0.43
H -1.1255 1.0643 8.3800 0.02 0.01 0.11 0.42
H -0.3405 2.9196 6.9433 0.02 0.12 0.06 0.44
H -0.6310 2.7988 4.5134 0.05 0.06 0.00 0.34
C 5.7627 -0.3068 -2.2874 -0.15 -0.49 0.26 -1.37
Ge 5.1790 -1.9545 -1.3414 -0.28 -0.06 0.01 0.87
C 5.2950 -3.5607 -2.4885 0.14 0.46 0.34 -1.27
C 6.2094 -2.1063 0.3512 -0.30 0.00 -0.56 -1.19
C 3.1818 -1.8317 -0.8695 0.39 -0.01 -0.14 -1.29
Se 2.4914 -0.0228 -0.9343 0.52 -0.18 -0.64 0.52
C 2.3820 0.0918 -2.8662 -0.01 0.01 -0.16 -1.10
H 6.8257 -0.1814 -2.1049 0.14 0.04 0.05 0.45
H 5.2481 0.5790 -1.9180 0.01 0.06 0.06 0.36
H 5.6288 -0.3763 -3.3624 -0.07 -0.04 -0.13 0.38
H 6.3415 -3.7290 -2.7269 0.13 -0.07 -0.05 0.41
H 4.7575 -3.4279 -3.4246 -0.08 0.10 -0.02 0.38
H 4.9144 -4.4490 -1.9910 -0.05 -0.01 0.11 0.39
H 7.1157 -2.6699 0.1399 0.07 -0.04 0.01 0.42
H 5.6671 -2.6257 1.1362 -0.10 -0.09 0.03 0.36
H 6.5086 -1.1276 0.7184 -0.02 0.11 0.00 0.31
H 3.0333 -2.1956 0.1471 0.03 0.02 -0.03 0.52
H 2.5782 -2.4473 -1.5391 0.07 -0.01 0.05 0.67
H 3.3750 -0.0661 -3.2809 -0.02 0.02 0.12 0.32
H 2.0322 1.0877 -3.1255 -0.01 -0.02 0.02 0.35
H 1.7031 -0.6737 -3.2349 0.05 0.03 0.03 0.19
N 1.7309 2.6693 -0.5102 0.10 0.64 -0.16 -0.60
N 0.8516 2.1432 0.5187 0.29 -0.20 -0.05 -0.08
H 2.5316 3.1551 -0.1046 -0.24 -0.03 0.20 0.21
H 1.2294 3.3464 -1.0842 0.00 -0.17 0.28 0.25
H 0.1836 2.8659 0.8400 0.40 -0.68 -0.24 -0.10
H 1.4604 1.9365 1.3360 -0.41 0.34 -0.58 -0.09